# 1
{"formula": "C2H4O2P", "method": "ωB97M-V/def2-TZVPD", "elements": ["C", "C", "O", "O", "P", "H", "H", "H", "H"], "positions_angstrom": [[-1.662, 2.732, -1.370], [0.681, -0.706, -0.015], [-0.713, 3.375, -1.423], [-2.594, 2.126, -1.477], [-0.422, 0.555, -0.350], [0.391, -1.071, 0.960], [1.619, -0.243, 0.065], [-0.818, 1.282, 0.776], [-1.663, 0.024, -0.072]], "homo_energy_ev": -2.0004, "e_tot_ha": -570.38966, "total_charge": -1, "orbital_gap_ha": 0.2064, "de_lowest_kcal_mol": 75.79}


# 2
{"formula": "CH3N4O", "method": "ωB97M-V/def2-TZVPD", "elements": ["C", "N", "N", "N", "N", "O", "H", "H", "H"], "positions_angstrom": [[1.554, -0.188, -0.204], [2.600, -0.691, -0.323], [-1.443, -0.385, -0.365], [-0.504, -0.371, 0.716], [0.540, 0.525, 0.458], [0.378, 1.696, -0.115], [-0.953, -1.093, -1.056], [-1.230, 0.526, -0.784], [-0.941, -0.019, 1.674]], "homo_energy_ev": -2.5361, "e_tot_ha": -334.04890, "total_charge": -1, "orbital_gap_ha": 0.2679, "smiles": "N#CN([O-])NN", "de_lowest_kcal_mol": 64.82}


# 3
{"formula": "C13H26BiO5P", "method": "ωB97M-V/def2-TZVPD", "elements": ["Bi", "O", "C", "O", "C", "O", "C", "C", "O", "O", "H", "H", "H", "H", "H", "C", "C", "C", "P", "C", "C", "C", "C", "C", "C", "H", "H", "H", "H", "H", "H", "H", "H", "H", "H", "H", "H", "H", "H", "H", "H", "H", "H", "H", "H", "H"], "positions_angstrom": [[1.491, -1.591, 0.432], [-1.348, -4.836, -0.646], [-0.548, -3.819, -0.630], [-0.444, -3.021, 0.302], [0.278, -3.688, -1.875], [0.936, -2.432, -1.759], [1.952, -2.148, -2.755], [2.683, -0.887, -2.337], [3.317, -0.255, -3.117], [2.575, -0.577, -1.028], [-1.855, -4.930, 0.180], [0.987, -4.516, -1.934], [-0.367, -3.718, -2.754], [2.661, -2.976, -2.817], [1.485, -1.986, -3.723], [-1.479, -0.648, 2.588], [-1.638, 0.040, 1.224], [-2.705, 1.143, 1.242], [0.000, 0.598, 0.639], [0.959, 1.493, 1.919], [2.334, 1.884, 1.355], [0.213, 2.691, 2.527], [-0.036, 1.439, -0.981], [-0.511, 2.898, -0.901], [-0.865, 0.605, -1.966], [-2.437, -1.074, 2.887], [-1.180, 0.057, 3.365], [-0.760, -1.474, 2.574], [-1.930, -0.709, 0.480], [-2.461, 1.947, 1.936], [-3.646, 0.699, 1.572], [-2.877, 1.574, 0.258], [1.098, 0.749, 2.713], [2.252, 2.726, 0.668], [2.848, 1.078, 0.818], [2.976, 2.193, 2.181], [-0.120, 3.401, 1.770], [0.904, 3.215, 3.190], [-0.644, 2.389, 3.126], [1.011, 1.434, -1.294], [-1.529, 2.989, -0.521], [-0.500, 3.304, -1.914], [0.147, 3.521, -0.298], [-1.930, 0.663, -1.740], [-0.574, -0.450, -1.982], [-0.720, 1.004, -2.971]], "homo_energy_ev": -16.6996, "e_tot_ha": -1442.56267, "total_charge": 2, "orbital_gap_ha": 0.3238, "de_lowest_kcal_mol": 0.00}


# 4
{"formula": "C19H46BrN4O2", "method": "ωB97M-V/def2-TZVPD", "elements": ["O", "N", "O", "C", "Br", "H", "C", "C", "N", "C", "C", "C", "C", "H", "H", "H", "H", "H", "H", "H", "H", "H", "H", "H", "H", "H", "H", "H", "C", "C", "N", "C", "C", "C", "C", "H", "H", "H", "H", "H", "H", "H", "H", "H", "H", "H", "H", "H", "H", "H", "C", "C", "N", "C", "C", "C", "C", "H", "H", "H", "H", "H", "H", "H", "H", "H", "H", "H", "H", "H", "H", "H"], "positions_angstrom": [[-2.314, -1.333, -2.280], [-2.621, -2.042, -3.207], [-1.557, -2.574, -3.791], [-1.682, -3.721, -4.723], [-3.461, -4.601, -4.465], [-1.034, -4.427, -4.180], [5.363, -3.905, -2.605], [4.013, -3.290, -2.263], [3.043, -3.424, -3.330], [1.862, -2.587, -3.157], [0.956, -2.857, -1.955], [2.790, -4.781, -3.784], [2.322, -5.812, -2.747], [5.730, -3.519, -3.556], [6.090, -3.660, -1.828], [5.312, -4.993, -2.673], [4.151, -2.219, -2.089], [3.664, -3.714, -1.306], [1.263, -2.656, -4.068], [2.207, -1.549, -3.106], [0.377, -3.770, -2.087], [0.235, -2.047, -1.848], [1.522, -2.932, -1.022], [3.705, -5.159, -4.251], [2.055, -4.723, -4.590], [2.933, -5.785, -1.843], [2.405, -6.817, -3.168], [1.283, -5.664, -2.460], [0.057, -1.685, 1.830], [-0.832, -1.050, 2.886], [-1.455, 0.181, 2.437], [-2.052, 0.952, 3.508], [-3.237, 0.346, 4.271], [-2.232, 0.082, 1.205], [-3.370, -0.939, 1.164], [0.785, -0.965, 1.452], [0.602, -2.525, 2.264], [-0.513, -2.069, 0.984], [-0.219, -0.799, 3.758], [-1.564, -1.800, 3.227], [-2.353, 1.920, 3.096], [-1.257, 1.171, 4.230], [-4.147, 0.338, 3.673], [-3.439, 0.939, 5.166], [-3.031, -0.676, 4.593], [-1.546, -0.152, 0.389], [-2.617, 1.080, 0.975], [-3.040, -1.906, 1.551], [-3.677, -1.101, 0.130], [-4.250, -0.632, 1.730], [0.731, 2.968, 0.912], [0.830, 4.446, 1.256], [-0.107, 5.263, 0.505], [0.157, 6.685, 0.593], [0.025, 7.365, 1.963], [-1.501, 4.861, 0.599], [-2.132, 4.780, 1.996], [0.818, 2.809, -0.163], [1.533, 2.417, 1.406], [-0.208, 2.529, 1.253], [1.836, 4.803, 1.013], [0.718, 4.561, 2.347], [-0.496, 7.194, -0.121], [1.177, 6.845, 0.229], [-1.016, 7.468, 2.270], [0.451, 8.369, 1.918], [0.559, 6.816, 2.740], [-1.600, 3.882, 0.125], [-2.084, 5.543, -0.026], [-1.494, 4.241, 2.697], [-3.079, 4.239, 1.937], [-2.345, 5.763, 2.416]], "homo_energy_ev": -3.0558, "e_tot_ha": -3694.89116, "total_charge": -1, "orbital_gap_ha": 0.2012}


# 5
{"formula": "C4H5NOS", "method": "ωB97M-V/def2-TZVPD", "elements": ["C", "C", "C", "C", "H", "H", "H", "H", "H", "N", "O", "S"], "positions_angstrom": [[2.101, -1.045, -0.166], [0.791, -0.566, 0.015], [-0.892, 1.086, -0.072], [-2.082, 0.170, 0.261], [2.181, -2.051, 0.137], [3.041, -0.424, -0.348], [-0.052, -1.332, 0.121], [1.124, 1.625, -0.127], [-2.692, 0.844, 0.936], [0.370, 0.763, -0.180], [-1.353, 2.237, -0.310], [-2.538, -1.305, -0.266]], "homo_energy_ev": -9.1712, "e_tot_ha": -683.51796, "orbital_gap_ha": 0.2997, "smiles": "C=CNC(=O)C=S", "de_lowest_kcal_mol": 56.45}


# 6
{"formula": "C5H6O2", "method": "ωB97M-V/def2-TZVPD", "elements": ["C", "C", "O", "C", "O", "C", "C", "H", "H", "H", "H", "H", "H"], "positions_angstrom": [[-0.702, -0.977, -0.402], [-0.060, 0.237, 0.289], [1.247, 0.224, -0.348], [1.918, -0.910, -0.002], [1.932, -1.417, 1.087], [-0.735, 1.545, 0.138], [-1.311, 2.606, 0.107], [-1.493, -1.480, 0.147], [0.099, -1.732, -0.470], [-1.012, -0.687, -1.410], [0.087, 0.066, 1.360], [2.424, -1.336, -0.879], [-1.810, 3.558, 0.059]], "homo_energy_ev": -10.3632, "e_tot_ha": -344.50896, "orbital_gap_ha": 0.4170, "smiles": "C#C[C@@H](C)OC=O", "de_lowest_kcal_mol": 58.33}